Record 1
{
  "formula": "C2H6F2Si",
  "method": "ωB97M-V/def2-TZVPD",
  "symbols": ["C", "C", "F", "F", "Si", "H", "H", "H", "H", "H", "H"],
  "coordinates": [[-0.39, -1.88, -0.13], [0.59, 1.76, -0.14], [-1.36, 0.80, -2.07], [1.09, 0.07, -2.47], [-0.03, 0.36, -1.25], [0.01, -2.73, -0.69], [0.10, -1.96, 0.76], [-1.43, -2.18, 0.07], [-0.27, 2.24, 0.43], [1.44, 1.55, 0.59], [1.08, 2.50, -0.77]],
  "total_energy_ev": -15485.890,
  "mol_weight_g_mol": 96.152,
  "e_lumo_ev": 0.56,
  "e_above_lowest_kcal_mol": 57.1
}

Record 2
{
  "formula": "C23H35FO4",
  "method": "ωB97M-V/def2-TZVPD",
  "symbols": ["O", "C", "C", "C", "F", "C", "O", "C", "C", "C", "C", "C", "O", "O", "C", "C", "H", "H", "H", "H", "H", "H", "H", "C", "C", "C", "C", "C", "C", "H", "H", "H", "H", "H", "H", "H", "H", "H", "H", "H", "H", "H", "H", "C", "C", "C", "C", "C", "C", "H", "H", "H", "H", "H", "H", "H", "H", "H", "H", "H", "H", "H", "H"],
  "coordinates": [[0.47, 3.45, -0.26], [0.60, 3.94, -1.40], [1.26, 3.14, -2.64], [2.10, 3.86, -3.54], [2.63, 3.12, -4.64], [2.37, 5.44, -3.32], [3.49, 5.96, -3.54], [1.09, 6.25, -2.76], [0.75, 7.71, -3.21], [-0.54, 8.36, -2.63], [-1.44, 7.55, -1.64], [-2.81, 8.19, -1.06], [-3.63, 7.15, -0.47], [-4.26, 6.45, -1.46], [-1.11, 6.10, -1.18], [0.17, 5.46, -1.76], [1.01, 2.03, -2.77], [1.44, 8.27, -3.94], [-0.81, 9.42, -2.99], [-3.41, 8.58, -1.97], [-2.54, 9.03, -0.34], [-3.82, 5.57, -1.50], [-1.75, 5.48, -0.46], [-0.33, -0.20, 0.05], [1.08, -0.25, 0.61], [2.15, -0.48, -0.46], [2.04, -1.80, -1.22], [2.09, -3.06, -0.34], [3.40, -3.21, 0.42], [-0.62, -1.15, -0.42], [-1.05, 0.00, 0.85], [-0.43, 0.60, -0.69], [1.14, -1.02, 1.38], [1.29, 0.70, 1.11], [3.13, -0.40, 0.00], [2.10, 0.34, -1.19], [2.86, -1.85, -1.95], [1.12, -1.82, -1.80], [1.95, -3.93, -0.98], [1.25, -3.06, 0.36], [4.25, -3.25, -0.27], [3.39, -4.14, 1.00], [3.56, -2.39, 1.11], [-3.24, -5.48, 4.05], [-2.03, -4.63, 3.70], [-1.78, -4.52, 2.20], [-1.48, -5.84, 1.49], [-0.28, -6.61, 2.03], [1.04, -5.86, 1.89], [-3.13, -6.51, 3.72], [-3.40, -5.49, 5.14], [-4.15, -5.07, 3.59], [-1.15, -5.03, 4.21], [-2.18, -3.62, 4.10], [-0.96, -3.82, 2.03], [-2.67, -4.07, 1.73], [-1.32, -5.63, 0.42], [-2.36, -6.49, 1.53], [-0.19, -7.56, 1.48], [-0.43, -6.88, 3.08], [1.24, -5.61, 0.84], [1.87, -6.46, 2.26], [1.03, -4.92, 2.46]],
  "total_energy_ev": -35317.242,
  "mol_weight_g_mol": 394.527,
  "e_lumo_ev": -1.51,
  "smiles": "O=C1C=C(F)C(=O)c2ccc(COO)cc21.CCCCCC.CCCCCC"
}

Record 3
{
  "formula": "C4H2ClO2",
  "method": "ωB97M-V/def2-TZVPD",
  "symbols": ["O", "C", "C", "C", "O", "C", "Cl", "H", "H"],
  "coordinates": [[3.52, 0.59, -0.42], [2.40, 0.19, -0.26], [1.28, -0.41, -0.12], [-0.06, -0.74, -0.06], [-0.56, -1.90, -0.07], [-1.45, 0.24, 0.24], [-1.11, 1.91, -0.33], [-1.70, 0.41, 1.31], [-2.33, -0.29, -0.29]],
  "total_energy_ev": -20797.242,
  "mol_weight_g_mol": 117.511,
  "total_charge": -1,
  "e_lumo_ev": 3.68,
  "e_above_lowest_kcal_mol": 30.7,
  "smiles": "O=C=C=C([O-])CCl"
}